Entry 1:
Molecular formula: C17H18Cl5N8O4STa
Method: DFT, ωB97M-V with the def2-TZVPD basis set

Geometry as XYZ:
```
54
Properties=species:S:1:pos:R:3:nbo_charge:R:1
Ta -0.235 -0.553 -0.024 1.8505
N 0.245 2.028 1.251 -0.6206
N 0.352 2.014 2.635 -0.4288
C 0.136 0.875 3.342 0.6421
N 0.365 0.965 4.649 -0.7681
N -0.293 -0.176 2.652 -0.4876
N -0.514 -1.354 3.366 0.6443
O -0.812 -2.297 2.670 -0.3382
O -0.234 -1.437 4.551 -0.4249
H 1.107 2.358 0.833 0.3891
H -0.527 2.612 0.953 0.3806
H 0.655 2.841 3.120 0.3899
H 0.738 1.808 5.048 0.4055
H 0.213 0.138 5.207 0.4571
O 1.261 0.129 -1.261 -0.6497
N 1.579 -0.420 -2.445 -0.0019
C 2.797 -0.110 -2.944 0.0475
C 3.174 -0.606 -4.156 -0.2560
C 2.276 -1.432 -4.855 -0.1321
C 1.053 -1.728 -4.316 -0.2240
C 0.681 -1.216 -3.058 0.0543
S -0.801 -1.517 -2.272 -0.0621
H 3.398 0.524 -2.313 0.2447
H 4.150 -0.364 -4.547 0.2475
H 2.551 -1.840 -5.818 0.2407
H 0.347 -2.367 -4.826 0.2495
C -2.949 -2.163 0.508 -0.2460
O -1.884 -1.257 0.435 -0.8000
H -3.752 -1.700 1.087 0.1875
H -2.605 -3.064 1.013 0.2188
H -3.300 -2.401 -0.499 0.1870
Cl -0.268 -4.127 -0.114 0.0306
C 1.146 -3.443 0.650 0.0728
C 1.276 -2.055 0.722 -0.5238
C 2.442 -1.611 1.344 -0.0335
Cl 2.735 0.132 1.460 -0.0012
C 3.417 -2.451 1.879 -0.1008
Cl 4.828 -1.809 2.628 0.0616
C 3.231 -3.826 1.795 -0.0756
Cl 4.401 -4.895 2.450 0.0802
C 2.087 -4.327 1.173 -0.1243
Cl 1.858 -6.027 1.062 0.0728
C -4.470 2.920 -1.868 -0.4049
N -3.109 2.438 -1.698 -0.3130
C -1.982 2.961 -2.276 -0.0628
C -0.938 2.213 -1.828 -0.0928
N -1.413 1.242 -0.976 -0.5625
C -2.720 1.411 -0.923 0.2076
H -4.593 3.283 -2.884 0.2289
H -4.683 3.723 -1.164 0.2199
H -5.160 2.096 -1.702 0.2272
H -2.027 3.793 -2.955 0.2371
H 0.106 2.281 -2.079 0.2335
H -3.405 0.801 -0.361 0.2264
```

## Properties
HOMO (spin up / spin down)	-9.339 / -10.858	eV
2S+1	2
electronic energy	-113023.2608	eV
net charge	+1
energy above the lowest of the compared OMol25 structures with the same formula, charge and spin	14.6	kcal per mole



Entry 2:
Molecular formula: C17H18F24NO4P
Method: DFT, ωB97M-V with the def2-TZVPD basis set

Geometry as XYZ:
```
65
Properties=species:S:1:pos:R:3:nbo_charge:R:1
C -3.176 0.197 -1.296 -0.1413
C -4.301 0.588 -1.166 -0.4143
P -5.958 1.152 -0.973 1.3837
N -5.379 2.858 -0.909 -1.1867
O -6.564 -0.439 -0.968 -1.0052
H -2.182 0.017 -1.664 0.2492
H -6.524 1.278 0.288 -0.0258
H -6.702 1.432 -2.133 -0.0727
H -5.896 3.450 -1.546 0.3649
H -4.413 2.884 -1.208 0.3818
H -6.660 -0.753 -1.868 0.4697
C 1.179 -3.269 -3.588 -0.1358
C 0.778 -1.792 -3.490 0.5956
C 1.170 -1.017 -2.228 0.5176
F 0.616 -1.553 -1.127 -0.3202
F 0.709 0.251 -2.352 -0.3256
F -0.543 -1.644 -3.728 -0.3126
F 1.455 -1.163 -4.496 -0.3295
O 0.218 -4.247 -3.242 -0.5085
C 0.075 -4.692 -1.960 0.8496
C -1.318 -4.386 -1.400 0.5044
F -1.568 -3.069 -1.497 -0.3192
F -1.347 -4.740 -0.098 -0.3199
F 1.041 -4.214 -1.166 -0.3152
F 0.192 -6.038 -1.988 -0.3242
H 1.343 -3.433 -4.652 0.2292
H 2.132 -3.448 -3.088 0.2152
H 2.257 -0.991 -2.116 0.1498
H -2.076 -4.947 -1.948 0.1505
C -1.736 6.807 1.145 -0.1317
C -2.103 7.587 2.415 0.5957
C -1.482 7.141 3.741 0.5213
F -1.824 5.878 4.049 -0.3187
F -1.936 7.954 4.721 -0.3209
F -3.440 7.688 2.535 -0.3062
F -1.603 8.846 2.220 -0.3333
O -2.629 5.814 0.685 -0.5090
C -2.561 4.513 1.094 0.8520
C -3.833 4.080 1.836 0.4856
F -4.047 4.904 2.884 -0.3256
F -3.640 2.828 2.311 -0.3248
F -1.458 4.270 1.823 -0.3199
F -2.467 3.754 -0.021 -0.3274
H -1.761 7.558 0.357 0.2273
H -0.713 6.434 1.198 0.2073
H -0.392 7.220 3.694 0.1385
H -4.700 4.079 1.176 0.1842
C 4.581 -4.927 1.029 -0.1337
C 4.495 -4.179 -0.309 0.5961
C 5.801 -3.790 -1.003 0.5196
F 6.543 -2.972 -0.237 -0.3169
F 5.491 -3.133 -2.148 -0.3266
F 3.694 -3.101 -0.184 -0.3124
F 3.888 -5.042 -1.175 -0.3317
O 4.452 -4.174 2.215 -0.5057
C 5.514 -3.585 2.833 0.8496
C 5.368 -2.059 2.889 0.5032
F 5.187 -1.548 1.657 -0.3203
F 6.500 -1.540 3.409 -0.3200
F 6.686 -3.953 2.291 -0.3170
F 5.512 -4.001 4.117 -0.3212
H 3.702 -5.570 1.033 0.2338
H 5.454 -5.580 1.057 0.2089
H 6.381 -4.682 -1.253 0.1436
H 4.518 -1.793 3.520 0.1518
```

## Properties
structure (SMILES)	FC(F)C(F)(F)COC(F)(F)C(F)F.FC(F)C(F)(F)COC(F)(F)C(F)F.FC(F)C(F)(F)COC(F)(F)C(F)F.C#C[PH2](N)O
HOMO	-9.500	eV
electronic energy	-102107.0548	eV



Entry 3:
Molecular formula: C17H18F2NO4PS
Method: DFT, ωB97M-V with the def2-TZVPD basis set

Geometry as XYZ:
```
44
Properties=species:S:1:pos:R:3:nbo_charge:R:1
C 0.192 -2.860 -0.614 -0.2142
C 0.011 -1.763 -1.133 -0.0297
C -0.189 -0.283 -1.648 -0.4960
C 0.025 0.687 -0.372 -0.0843
P -1.680 1.023 0.382 1.2520
N -2.509 -0.321 0.616 -1.2786
C 0.666 2.130 -0.590 -0.1345
O 2.056 2.090 -0.110 -0.6579
S 2.466 0.484 -0.092 2.4258
O 3.383 -0.012 0.933 -0.8559
O 2.978 0.012 -1.386 -0.8611
O 0.981 -0.052 0.435 -0.6264
H 0.437 -3.621 0.180 0.2597
H -1.255 -0.109 -2.014 0.2576
H 0.542 -0.019 -2.477 0.2646
H -2.452 1.864 -0.497 -0.0100
H -1.483 1.662 1.652 -0.0210
H -3.383 -0.241 0.068 0.3699
H 0.232 2.925 0.115 0.2121
H 0.531 2.644 -1.595 0.2314
F 1.214 2.524 3.765 -0.3313
C 2.513 2.862 3.863 0.3951
C 3.297 2.879 2.723 -0.2872
C 4.637 3.232 2.822 -0.1768
C 5.180 3.553 4.062 -0.2322
C 4.383 3.527 5.201 -0.1940
C 3.040 3.185 5.102 -0.2862
H 2.858 2.618 1.769 0.2311
H 5.258 3.256 1.933 0.2170
H 6.228 3.824 4.139 0.2150
H 4.809 3.774 6.168 0.2171
H 2.402 3.168 5.977 0.2267
F -3.165 -1.167 -2.936 -0.3365
C -3.556 -2.443 -3.108 0.3948
C -3.781 -3.238 -1.998 -0.2797
C -4.188 -4.554 -2.175 -0.1898
C -4.355 -5.063 -3.459 -0.2271
C -4.121 -4.255 -4.566 -0.1940
C -3.724 -2.935 -4.391 -0.2862
H -3.637 -2.826 -1.006 0.2425
H -4.375 -5.184 -1.312 0.2194
H -4.669 -6.092 -3.596 0.2156
H -4.247 -4.654 -5.567 0.2177
H -3.545 -2.289 -5.241 0.2257
```

## Properties
structure (SMILES)	C#CC[C@]1([PH2]=N)COS(=O)(=O)O1.Fc1ccccc1.Fc1ccccc1
HOMO	-9.081	eV
electronic energy	-53153.4952	eV



Entry 4:
Molecular formula: C17H18F3NO3
Method: DFT, ωB97M-V with the def2-TZVPD basis set

Geometry as XYZ:
```
42
Properties=species:S:1:pos:R:3:nbo_charge:R:1
O -0.659 3.923 -2.275 -0.6075
O 0.972 4.034 1.534 -0.5721
F 0.186 -6.778 1.586 -0.3287
F -1.206 -6.388 -0.155 -0.3281
F 1.009 -6.348 -0.363 -0.3147
O 1.215 2.794 -1.666 -0.4986
C 0.057 3.396 -1.426 0.8112
C 0.390 3.063 1.036 0.5371
C 0.631 1.808 1.663 -0.4086
C 0.082 0.669 1.208 0.3053
C -0.336 -2.723 2.418 -0.2223
C 0.360 -2.229 0.176 -0.1726
C -0.475 -4.099 2.042 -0.1604
C 0.263 -3.579 -0.208 -0.1914
C 0.062 -1.807 1.477 0.1224
C -0.074 -4.539 0.759 -0.1566
N 0.371 -0.519 1.863 -0.5966
C -0.016 -6.029 0.447 0.9793
C 2.742 1.800 -3.143 -0.6229
C -2.785 2.177 0.959 -0.6114
C 1.508 2.683 -3.061 -0.0719
C -0.944 0.699 0.066 -0.4627
C -0.675 3.241 -0.077 -0.3924
C -1.695 2.051 -0.124 -0.1866
H 1.211 1.788 2.546 0.2179
H -0.533 -2.392 3.449 0.2234
H 0.755 -1.507 -0.542 0.2112
H -0.747 -4.801 2.797 0.2308
H 0.562 -3.857 -1.216 0.2330
H 0.876 -0.467 2.751 0.4055
H 2.846 1.572 -4.211 0.2150
H 3.649 2.340 -2.791 0.2179
H 2.617 0.902 -2.539 0.2127
H -3.559 1.398 0.855 0.2160
H -2.269 2.101 1.909 0.2108
H -3.256 3.166 0.851 0.2175
H 1.693 3.677 -3.488 0.1988
H 0.663 2.224 -3.580 0.1900
H -1.682 -0.099 0.228 0.2318
H -0.411 0.417 -0.861 0.2277
H -1.211 4.131 0.212 0.2616
H -2.188 2.107 -1.105 0.2298
```

## Properties
structure (SMILES)	CCOC(=O)[C@@H]1C(=O)C=C(Nc2ccc(C(F)(F)F)cc2)C[C@H]1C
HOMO	-8.509	eV
electronic energy	-33706.3185	eV
energy above the lowest of the compared OMol25 structures with the same formula, charge and spin	6.7	kcal per mole



Entry 5:
Molecular formula: C17H18F4MoN4O4
Method: DFT, ωB97M-V with the def2-TZVPD basis set

Geometry as XYZ:
```
48
Properties=species:S:1:pos:R:3:nbo_charge:R:1
Mo 0.255 -0.038 -0.423 1.6761
C -3.154 -1.389 2.180 -0.6449
C -1.929 -0.705 1.590 -0.2336
N -1.460 -1.233 0.244 -0.4290
C -1.234 -2.717 0.330 -0.2371
C -0.162 -3.080 1.347 -0.6266
C -2.440 -0.939 -0.852 -0.2559
C -2.534 0.566 -1.063 -0.2621
N -1.229 1.164 -0.678 -0.4360
C -1.173 2.544 -0.406 -0.0169
C -0.052 2.968 0.284 0.3160
F 0.846 1.952 0.578 -0.3130
C 0.192 4.256 0.657 0.3551
F 1.302 4.555 1.311 -0.2633
C -0.752 5.217 0.333 -0.2691
C -1.884 4.833 -0.356 0.3832
F -2.794 5.724 -0.687 -0.2497
C -2.109 3.516 -0.736 0.3493
F -3.198 3.226 -1.428 -0.2635
H -3.410 -0.868 3.103 0.2611
H -2.976 -2.432 2.438 0.2318
H -4.025 -1.331 1.525 0.2239
H -1.089 -0.797 2.276 0.2233
H -2.136 0.354 1.475 0.2046
H -0.967 -3.062 -0.660 0.2405
H -2.185 -3.179 0.588 0.2294
H 0.703 -2.409 1.298 0.1782
H 0.206 -4.084 1.144 0.2711
H -0.530 -3.059 2.373 0.2366
H -3.419 -1.351 -0.618 0.2525
H -2.080 -1.436 -1.751 0.2414
H -3.314 1.011 -0.451 0.2435
H -2.765 0.798 -2.100 0.2690
H -0.605 6.253 0.615 0.2944
O 5.069 -3.264 -1.144 -0.6285
C 5.397 -1.990 -0.976 0.7742
O 6.508 -1.614 -0.758 -0.5024
C 4.289 -0.971 -0.925 -0.1935
C 4.546 0.368 -0.673 0.1062
N 3.379 1.012 -0.611 -0.2688
N 2.350 0.185 -0.841 -0.3745
C 2.910 -1.033 -1.022 0.0628
C 1.934 -2.111 -1.332 0.7628
O 2.200 -3.256 -1.485 -0.4769
O 0.665 -1.604 -1.405 -0.6884
H 4.121 -3.413 -1.293 0.5062
H 5.501 0.861 -0.542 0.2928
H 3.233 1.999 -0.471 0.4477
```

## Properties
HOMO (spin up / spin down)	-16.078 / -16.081	eV
2S+1	3
electronic energy	-44780.2411	eV
net charge	+2



Copy entry 2 word for word.
Molecular formula: C17H18F24NO4P
Method: DFT, ωB97M-V with the def2-TZVPD basis set

Geometry as XYZ:
```
65
Properties=species:S:1:pos:R:3:nbo_charge:R:1
C -3.176 0.197 -1.296 -0.1413
C -4.301 0.588 -1.166 -0.4143
P -5.958 1.152 -0.973 1.3837
N -5.379 2.858 -0.909 -1.1867
O -6.564 -0.439 -0.968 -1.0052
H -2.182 0.017 -1.664 0.2492
H -6.524 1.278 0.288 -0.0258
H -6.702 1.432 -2.133 -0.0727
H -5.896 3.450 -1.546 0.3649
H -4.413 2.884 -1.208 0.3818
H -6.660 -0.753 -1.868 0.4697
C 1.179 -3.269 -3.588 -0.1358
C 0.778 -1.792 -3.490 0.5956
C 1.170 -1.017 -2.228 0.5176
F 0.616 -1.553 -1.127 -0.3202
F 0.709 0.251 -2.352 -0.3256
F -0.543 -1.644 -3.728 -0.3126
F 1.455 -1.163 -4.496 -0.3295
O 0.218 -4.247 -3.242 -0.5085
C 0.075 -4.692 -1.960 0.8496
C -1.318 -4.386 -1.400 0.5044
F -1.568 -3.069 -1.497 -0.3192
F -1.347 -4.740 -0.098 -0.3199
F 1.041 -4.214 -1.166 -0.3152
F 0.192 -6.038 -1.988 -0.3242
H 1.343 -3.433 -4.652 0.2292
H 2.132 -3.448 -3.088 0.2152
H 2.257 -0.991 -2.116 0.1498
H -2.076 -4.947 -1.948 0.1505
C -1.736 6.807 1.145 -0.1317
C -2.103 7.587 2.415 0.5957
C -1.482 7.141 3.741 0.5213
F -1.824 5.878 4.049 -0.3187
F -1.936 7.954 4.721 -0.3209
F -3.440 7.688 2.535 -0.3062
F -1.603 8.846 2.220 -0.3333
O -2.629 5.814 0.685 -0.5090
C -2.561 4.513 1.094 0.8520
C -3.833 4.080 1.836 0.4856
F -4.047 4.904 2.884 -0.3256
F -3.640 2.828 2.311 -0.3248
F -1.458 4.270 1.823 -0.3199
F -2.467 3.754 -0.021 -0.3274
H -1.761 7.558 0.357 0.2273
H -0.713 6.434 1.198 0.2073
H -0.392 7.220 3.694 0.1385
H -4.700 4.079 1.176 0.1842
C 4.581 -4.927 1.029 -0.1337
C 4.495 -4.179 -0.309 0.5961
C 5.801 -3.790 -1.003 0.5196
F 6.543 -2.972 -0.237 -0.3169
F 5.491 -3.133 -2.148 -0.3266
F 3.694 -3.101 -0.184 -0.3124
F 3.888 -5.042 -1.175 -0.3317
O 4.452 -4.174 2.215 -0.5057
C 5.514 -3.585 2.833 0.8496
C 5.368 -2.059 2.889 0.5032
F 5.187 -1.548 1.657 -0.3203
F 6.500 -1.540 3.409 -0.3200
F 6.686 -3.953 2.291 -0.3170
F 5.512 -4.001 4.117 -0.3212
H 3.702 -5.570 1.033 0.2338
H 5.454 -5.580 1.057 0.2089
H 6.381 -4.682 -1.253 0.1436
H 4.518 -1.793 3.520 0.1518
```

## Properties
structure (SMILES)	FC(F)C(F)(F)COC(F)(F)C(F)F.FC(F)C(F)(F)COC(F)(F)C(F)F.FC(F)C(F)(F)COC(F)(F)C(F)F.C#C[PH2](N)O
HOMO	-9.500	eV
electronic energy	-102107.0548	eV



Q: Number 4 is which compound?
A: C17H18F3NO3